[1]
Below is the molecule C4H6N2 at a distorted geometry, with properties calculated with ωB97M-V/def2-TZVPD.

The geometry in XYZ format:
```
12
Properties=species:S:1:pos:R:3:forces:R:3:nbo_charge:R:1
N 2.190899 0.420727 0.018751 -1.30 0.92 -0.73 -0.5443
C 2.705475 1.462516 -0.064990 0.77 0.45 0.22 0.3159
C 1.033473 -0.392345 -0.269401 1.23 -1.42 0.63 -0.0670
N -0.032755 -0.149889 0.659231 -0.04 0.06 0.03 -0.3937
C -1.324159 -0.695811 0.258920 -0.06 -0.08 -0.04 -0.2591
C -1.069720 0.766974 0.216467 -0.12 0.23 -0.01 -0.2576
H 0.749288 -0.335365 -1.329622 0.14 0.32 0.11 0.1850
H 1.479210 -1.371813 -0.072366 -0.91 -0.45 -0.25 0.2101
H -1.910276 -1.138333 1.060724 0.12 0.11 -0.14 0.2124
H -1.392502 -1.214274 -0.698800 0.07 0.10 0.16 0.1918
H -0.959829 1.226819 -0.766385 0.02 -0.10 0.15 0.1937
H -1.469100 1.420792 0.987475 0.06 -0.13 -0.14 0.2129
```
Forces are in eV/Å.

Total energy (hartree): -265.423939
Kohn-Sham gap (eV): 10.93
LUMO (eV): 0.9
ΔE to the lowest compared entry with this formula, charge and spin (eV): 3.038
Molar mass (g/mol): 82.11
Charge: 0


[2]
Below is a structure of composition C5H10ClNS at a distorted geometry, with properties calculated with ωB97M-V/def2-TZVPD.

The geometry in XYZ format:
```
18
Properties=species:S:1:pos:R:3:forces:R:3:nbo_charge:R:1
C -0.327094 -0.408860 -1.430911 -3.66 -0.99 -1.05 -0.6022
C -0.063863 -1.127268 -0.134833 0.69 0.91 2.47 -0.1075
C 0.141921 -0.056227 1.083916 1.38 -1.21 -2.64 -0.2925
C 1.522660 0.514957 1.299133 4.45 1.03 -2.39 -0.2081
C -0.321139 1.400520 1.165415 -2.89 1.61 1.70 -0.2125
H -0.024272 2.213656 -1.462757 2.29 -3.02 -1.74 0.1542
H -0.372099 -1.189935 -2.242962 0.01 0.94 0.60 0.2348
H -1.609320 -0.189689 -1.195730 3.96 0.38 -1.39 0.2649
H 0.757297 -1.962161 -0.117264 -1.59 1.71 -0.01 0.2396
H -0.023072 -0.687458 1.882647 -1.06 -0.63 2.18 0.2274
H 2.333486 0.536389 0.362779 -2.57 0.28 1.65 0.1797
H 2.199877 0.057576 1.995401 -0.20 -0.47 0.97 0.1899
H 1.300581 2.803187 1.411371 -0.25 -2.95 0.69 0.3682
H -1.124565 1.650294 1.998635 0.92 -0.75 -2.13 0.2018
H -0.635812 1.877784 0.163340 0.54 -0.72 1.62 0.1804
N 0.975821 1.820198 1.784402 -0.14 1.37 -2.11 -0.6321
S 0.849066 0.916380 -2.126339 -3.48 1.96 2.40 -0.0413
Cl -1.701930 -2.026579 0.402285 1.61 0.54 -0.80 -0.1445
```
Forces are in eV/Å.

Total energy (hartree): -1109.471695
Kohn-Sham gap (eV): 8.71
LUMO (eV): -0.2
ΔE to the lowest compared entry with this formula, charge and spin (eV): 4.430
Molar mass (g/mol): 151.66
Charge: 0


What is the formula in the second record? C5H10ClNS


Repeat the second record exactly.
Below is a structure of composition C5H10ClNS at a distorted geometry, with properties calculated with ωB97M-V/def2-TZVPD.

The geometry in XYZ format:
```
18
Properties=species:S:1:pos:R:3:forces:R:3:nbo_charge:R:1
C -0.327094 -0.408860 -1.430911 -3.66 -0.99 -1.05 -0.6022
C -0.063863 -1.127268 -0.134833 0.69 0.91 2.47 -0.1075
C 0.141921 -0.056227 1.083916 1.38 -1.21 -2.64 -0.2925
C 1.522660 0.514957 1.299133 4.45 1.03 -2.39 -0.2081
C -0.321139 1.400520 1.165415 -2.89 1.61 1.70 -0.2125
H -0.024272 2.213656 -1.462757 2.29 -3.02 -1.74 0.1542
H -0.372099 -1.189935 -2.242962 0.01 0.94 0.60 0.2348
H -1.609320 -0.189689 -1.195730 3.96 0.38 -1.39 0.2649
H 0.757297 -1.962161 -0.117264 -1.59 1.71 -0.01 0.2396
H -0.023072 -0.687458 1.882647 -1.06 -0.63 2.18 0.2274
H 2.333486 0.536389 0.362779 -2.57 0.28 1.65 0.1797
H 2.199877 0.057576 1.995401 -0.20 -0.47 0.97 0.1899
H 1.300581 2.803187 1.411371 -0.25 -2.95 0.69 0.3682
H -1.124565 1.650294 1.998635 0.92 -0.75 -2.13 0.2018
H -0.635812 1.877784 0.163340 0.54 -0.72 1.62 0.1804
N 0.975821 1.820198 1.784402 -0.14 1.37 -2.11 -0.6321
S 0.849066 0.916380 -2.126339 -3.48 1.96 2.40 -0.0413
Cl -1.701930 -2.026579 0.402285 1.61 0.54 -0.80 -0.1445
```
Forces are in eV/Å.

Total energy (hartree): -1109.471695
Kohn-Sham gap (eV): 8.71
LUMO (eV): -0.2
ΔE to the lowest compared entry with this formula, charge and spin (eV): 4.430
Molar mass (g/mol): 151.66
Charge: 0